# 1
84
Properties=species:S:1:pos:R:3:forces:R:3:mulliken_spin:R:1 method="wB97M-V/def2-TZVPD" energy_ha=-4380.24327 gap_ev="6.6 / 5.0" e_homo_ev="-16.424 / -16.579" s_squared=3.779 total_charge=+3 multiplicity=4 relative_energy_kcal_mol=11.39
W -0.445 0.471 0.021 0.0 0.9 1.1 1.466
C 1.480 -2.684 2.101 0.0 0.0 0.0 0.002
C 0.742 -2.519 0.799 0.0 0.1 0.0 -0.037
C -0.539 -1.894 0.779 0.0 -0.6 0.1 0.076
C -1.329 -1.944 -0.383 -0.1 -0.5 -0.1 0.052
C -2.834 -1.940 -0.307 0.1 0.1 0.0 -0.004
C -0.726 -2.379 -1.582 0.0 0.0 0.0 0.110
C 0.533 -2.948 -1.589 0.0 0.0 0.0 -0.016
C 1.098 -3.540 -2.848 0.0 0.0 0.0 -0.002
C 1.238 -3.045 -0.372 0.0 0.0 -0.1 -0.038
H 1.022 -2.119 2.914 0.0 0.0 0.0 -0.001
H 2.536 -2.411 2.020 0.0 0.0 0.0 0.001
H 1.464 -3.734 2.403 0.0 0.0 0.0 0.002
H -1.041 -1.770 1.735 0.0 0.1 0.0 -0.019
H -3.196 -1.573 0.649 0.0 0.0 0.0 0.002
H -3.140 -2.985 -0.395 0.0 0.0 0.0 0.000
H -3.301 -1.390 -1.122 0.0 0.0 0.0 -0.002
H -1.312 -2.359 -2.494 0.0 0.0 0.0 0.003
H 0.782 -2.986 -3.732 0.0 0.0 0.0 0.000
H 0.734 -4.563 -2.970 0.0 0.0 0.0 0.001
H 2.187 -3.595 -2.821 0.0 0.0 0.0 0.001
H 2.182 -3.581 -0.353 0.0 0.0 0.0 0.000
N 0.883 0.535 1.801 -0.1 -0.1 -0.1 0.019
C 0.504 0.523 3.241 0.0 -0.1 0.0 0.026
C 1.575 0.599 4.121 0.0 0.0 0.0 0.000
C 1.368 0.540 5.487 0.0 0.0 0.0 0.003
C 0.072 0.400 5.965 0.0 0.0 0.0 -0.002
C -0.988 0.337 5.081 0.0 0.0 0.0 0.006
C -0.809 0.389 3.692 -0.1 0.0 -0.1 0.014
C -1.988 0.437 2.792 0.0 0.0 0.0 0.009
C -3.286 0.223 3.229 -0.1 0.0 0.0 -0.017
C -4.388 0.416 2.384 0.1 0.0 0.0 0.022
C -4.227 0.840 1.080 0.1 0.0 0.0 0.020
C -2.929 1.051 0.613 -0.1 0.2 -0.2 0.099
C -1.835 0.798 1.445 0.4 0.0 -0.6 -0.045
H 1.500 1.336 1.671 0.0 0.0 0.1 0.010
H 1.475 -0.292 1.697 0.1 0.0 0.0 0.020
H 2.586 0.694 3.736 0.0 0.0 0.0 0.000
H 2.205 0.603 6.168 0.0 0.0 0.0 0.000
H -0.116 0.356 7.029 0.0 0.0 0.0 0.000
H -1.987 0.269 5.487 0.0 0.0 0.0 0.000
H -3.478 -0.099 4.243 0.0 0.0 0.0 0.000
H -5.382 0.252 2.777 0.0 0.0 0.0 0.000
H -5.078 1.027 0.440 0.0 0.0 0.0 0.001
H -2.798 1.432 -0.404 0.0 0.1 0.0 -0.016
C -0.430 3.686 2.234 0.0 0.0 0.0 0.013
C -0.486 3.680 0.749 0.2 0.0 0.1 0.023
N -0.280 2.671 -0.115 -0.2 -0.1 -0.3 0.012
C -0.323 3.247 -1.392 -0.1 0.0 0.0 0.030
C -0.552 4.570 -1.286 0.0 0.0 0.1 -0.005
N -0.647 4.816 0.064 0.0 0.0 0.0 0.010
H -0.638 2.712 2.655 0.0 -0.1 0.0 -0.002
H -1.158 4.392 2.634 0.0 0.0 0.0 0.000
H 0.560 4.007 2.568 0.0 0.0 0.0 0.002
H -0.275 2.664 -2.291 0.1 0.0 0.0 0.003
H -0.679 5.336 -2.031 0.0 0.0 0.0 0.000
H -0.817 5.717 0.488 0.0 0.0 0.0 -0.001
C 3.078 -0.230 -0.507 0.0 0.0 0.0 0.101
C 4.417 -0.241 -1.384 0.0 0.0 0.0 0.028
N 4.197 0.780 -2.360 0.1 0.0 0.0 0.588
C 4.070 2.093 -1.808 0.0 0.0 0.0 0.026
C 2.679 2.054 -1.013 -0.1 0.0 0.0 0.085
N 2.100 0.705 -1.077 0.1 0.0 -0.1 0.046
C 1.851 0.338 -2.483 -0.1 0.0 0.0 0.123
C 3.206 0.454 -3.334 0.0 0.0 0.0 0.035
H 3.336 0.081 0.505 0.0 0.0 0.0 -0.003
H 2.666 -1.233 -0.492 0.0 0.0 0.0 -0.012
H 4.555 -1.204 -1.870 0.0 0.0 0.0 0.006
H 5.282 -0.003 -0.769 0.0 0.0 0.0 0.010
H 4.030 2.835 -2.602 0.0 0.0 0.0 0.009
H 4.900 2.304 -1.138 0.0 0.0 0.0 0.008
H 2.003 2.777 -1.456 0.0 0.0 0.0 0.011
H 2.865 2.328 0.024 0.0 0.0 0.0 -0.007
H 1.110 0.995 -2.927 0.0 0.0 0.0 -0.008
H 1.479 -0.684 -2.525 0.0 0.0 0.0 0.002
H 3.127 1.245 -4.076 0.0 0.0 0.0 0.008
H 3.434 -0.495 -3.813 0.0 0.0 0.0 0.008
F -0.940 0.455 -1.893 -0.1 0.1 0.1 0.090
As -2.290 0.956 -3.781 -0.2 -0.1 -0.4 -0.003
F -3.407 0.022 -2.904 0.0 0.0 0.1 0.000
F -1.526 -0.484 -4.265 0.0 0.0 0.0 0.000
F -3.190 1.330 -5.127 0.1 0.0 0.1 0.000
F -0.835 1.777 -4.179 0.1 0.0 0.1 0.000
F -2.681 2.272 -2.771 0.0 0.0 0.1 -0.001

# 2
84
Properties=species:S:1:pos:R:3:forces:R:3:mulliken_spin:R:1 method="wB97M-V/def2-TZVPD" energy_ha=-4258.36831 gap_ev="7.8 / 7.1" e_homo_ev="-10.305 / -11.715" s_squared=8.869 total_charge=+1 multiplicity=6
Fe 0.884 0.280 -0.793 -0.2 0.3 -0.1 2.013
C -1.130 1.439 2.074 0.0 0.0 0.0 0.010
C -0.660 2.723 1.372 0.0 0.0 0.0 0.001
S 0.527 2.495 0.015 0.1 -0.1 -0.1 -0.013
C -0.080 3.598 -1.297 -0.1 0.0 0.0 -0.001
C -1.542 3.533 -1.699 0.0 0.0 0.0 0.004
S -2.130 2.236 -2.819 0.0 0.0 0.1 -0.005
C -2.313 0.619 -2.020 0.0 -0.2 0.0 0.072
C -2.729 -0.383 0.403 0.0 0.0 0.0 0.126
S -1.097 -0.111 1.142 -0.1 0.1 0.0 0.019
H -0.476 1.242 2.923 0.0 -0.1 0.0 0.000
H -2.131 1.583 2.483 0.0 0.0 0.0 -0.003
H -1.495 3.301 0.984 0.0 0.0 0.0 0.002
H -0.164 3.354 2.110 0.0 0.0 0.0 -0.001
H 0.146 4.612 -0.962 0.0 0.0 0.0 -0.001
H 0.571 3.365 -2.138 0.0 0.0 0.0 -0.001
H -2.213 3.650 -0.854 0.0 0.0 0.0 -0.002
H -1.727 4.414 -2.322 0.0 0.0 0.0 0.002
H -2.856 0.143 -2.849 0.0 0.0 0.1 -0.016
H -0.455 0.192 -2.767 -0.1 0.0 -0.1 0.038
H -3.467 -0.347 1.206 0.0 0.0 0.0 -0.012
H -2.662 -1.431 0.105 0.0 0.0 0.0 -0.018
O -8.347 1.582 -1.618 0.0 0.0 0.0 0.006
C -7.324 2.248 -1.048 0.0 0.1 0.0 0.010
O -7.487 3.367 -0.643 0.0 -0.1 0.0 0.095
C -6.009 1.566 -0.944 0.0 0.0 0.0 0.314
C -5.726 0.255 -1.404 0.0 0.0 0.0 -0.090
C -4.489 -0.278 -1.292 -0.1 0.0 0.0 0.280
C -3.287 0.470 -0.768 0.0 0.1 0.0 -0.052
C -3.724 1.781 -0.190 0.0 0.0 0.0 0.300
C -4.973 2.278 -0.287 0.1 0.0 0.0 -0.084
N -1.029 -0.101 -1.937 -0.1 -0.2 0.2 0.101
C -1.108 -1.499 -2.003 0.1 0.2 0.0 0.417
C 0.110 -2.205 -2.012 -0.1 0.0 0.0 0.044
C 0.220 -3.548 -2.418 0.0 0.0 0.0 0.174
C 1.465 -4.123 -2.506 0.0 0.0 0.0 -0.034
C 2.590 -3.361 -2.194 0.0 0.0 0.0 0.148
C 2.413 -2.063 -1.753 0.0 -0.1 0.0 -0.058
N 1.212 -1.496 -1.630 0.0 0.0 -0.1 0.091
H -8.091 0.697 -1.896 0.0 0.0 0.0 -0.001
H -6.496 -0.363 -1.848 0.0 0.0 0.0 0.002
H -4.314 -1.288 -1.643 0.0 0.0 0.0 0.006
H -2.992 2.324 0.383 0.0 0.0 0.0 0.068
H -5.228 3.234 0.151 0.0 0.0 0.0 -0.001
H -2.053 -1.997 -2.165 -0.1 0.0 0.0 -0.016
H -0.672 -4.093 -2.691 0.0 0.0 0.0 -0.002
H 1.571 -5.147 -2.836 0.0 0.0 0.0 0.001
H 3.588 -3.765 -2.279 0.0 0.0 0.0 0.003
H 3.256 -1.453 -1.467 0.1 0.0 0.0 0.029
O 2.572 0.754 -4.264 -0.1 -0.1 0.0 0.009
N 1.528 0.693 -3.663 0.2 0.4 -0.1 -0.006
O 0.514 0.124 -4.088 0.1 -0.2 -0.2 0.012
O 1.430 1.294 -2.511 0.1 -0.2 0.1 0.044
C -0.068 -3.919 2.225 0.0 0.0 0.0 -0.005
C 0.990 -2.877 2.444 0.1 0.0 0.0 -0.069
C 1.704 -2.814 3.636 0.0 0.0 0.0 0.237
C 2.682 -1.839 3.841 0.0 0.1 0.0 -0.061
C 3.468 -1.802 5.121 0.0 0.0 0.0 -0.002
C 2.938 -0.918 2.846 -0.1 0.0 0.1 0.150
C 2.216 -0.911 1.619 0.0 -0.1 0.1 0.027
C 1.251 -1.940 1.467 0.0 -0.1 0.0 0.123
N 2.392 -0.013 0.605 0.3 0.0 0.2 0.477
C 3.678 0.771 0.573 0.0 -0.1 0.0 -0.104
C 4.895 -0.165 0.719 0.1 0.0 0.0 0.025
C 3.667 1.906 1.614 0.0 0.0 0.0 0.053
C 3.859 1.444 -0.784 0.0 0.0 0.0 0.057
H 0.126 -4.815 2.811 0.0 0.0 0.0 -0.003
H -0.124 -4.202 1.174 0.0 0.0 0.0 0.001
H -1.047 -3.533 2.519 0.0 0.0 0.0 -0.004
H 1.508 -3.539 4.416 0.0 0.0 0.0 0.003
H 3.009 -2.427 5.885 0.0 0.0 0.0 -0.003
H 3.540 -0.787 5.511 0.0 0.0 0.0 -0.002
H 4.484 -2.167 4.959 0.0 0.0 0.0 -0.003
H 3.700 -0.186 3.038 0.0 0.0 0.0 0.016
H 0.718 -2.023 0.537 0.0 0.0 -0.1 0.083
H 4.786 -0.943 1.466 0.0 0.0 0.0 -0.003
H 5.768 0.434 0.978 0.0 0.0 0.0 0.000
H 5.111 -0.645 -0.235 0.0 0.0 0.0 -0.001
H 3.728 1.589 2.649 0.0 0.0 0.0 0.004
H 2.772 2.513 1.494 0.0 0.0 0.0 -0.009
H 4.525 2.548 1.416 0.0 0.0 0.0 -0.001
H 3.810 0.738 -1.610 -0.1 0.0 -0.1 -0.011
H 4.852 1.894 -0.804 0.0 0.0 0.0 -0.002
H 3.140 2.235 -0.965 -0.1 0.1 0.0 0.004

# 3
88
Properties=species:S:1:pos:R:3:forces:R:3:mulliken_charge:R:1 method="wB97M-V/def2-TZVPD" energy_ha=-2897.76467 gap_ev=6.7 e_homo_ev=-13.529 total_charge=+2 relative_energy_kcal_mol=28.56
Hf 0.514 -0.718 0.553 0.7 -0.1 1.8 0.407
C 0.757 -4.305 5.290 -0.3 0.1 -0.1 -0.808
S -0.422 -4.320 3.915 0.0 -0.1 -0.1 0.047
C -0.017 -2.924 2.990 0.5 0.5 0.3 0.572
S -0.943 -2.671 1.570 -0.3 0.3 0.2 -0.401
N 0.947 -2.142 3.428 0.0 -0.6 0.6 -1.749
N 1.276 -1.081 2.666 0.2 0.2 0.1 0.800
C 2.096 -0.251 3.223 -0.3 -0.4 0.0 -0.676
C 2.454 0.960 2.526 0.2 0.5 -0.1 0.838
C 3.256 1.927 3.124 -0.1 -0.2 0.0 -0.915
C 3.566 3.075 2.417 0.0 0.1 -0.2 -0.762
C 3.065 3.219 1.130 0.1 0.0 0.2 -1.193
C 2.272 2.214 0.608 -0.1 0.0 -0.2 -1.020
N 1.955 1.103 1.280 0.2 -0.3 0.2 0.771
H 0.866 -5.339 5.607 0.0 0.0 0.0 0.390
H 1.704 -3.903 4.952 0.1 0.0 0.0 0.267
H 0.346 -3.711 6.102 0.1 0.0 0.0 0.273
H 2.478 -0.456 4.216 -0.1 0.0 0.0 0.488
H 3.629 1.765 4.126 0.0 0.0 0.0 0.572
H 4.194 3.839 2.854 0.0 0.0 0.0 0.477
H 3.296 4.090 0.534 0.0 0.0 0.0 0.552
H 1.880 2.290 -0.398 0.0 0.0 0.0 1.059
C -2.553 -0.083 2.967 -0.1 -0.1 0.1 -0.979
N -1.429 0.851 2.865 -0.2 0.0 0.0 0.959
C -1.025 1.390 4.158 0.1 0.0 0.0 -1.294
C -1.239 1.576 1.720 0.0 0.0 0.1 -0.518
N -0.888 0.884 0.619 -0.5 0.6 -0.5 1.114
C -1.047 1.459 -0.684 -0.2 0.2 -0.4 0.353
C -2.170 2.217 -1.011 0.0 -0.1 0.1 -0.632
C -2.269 2.868 -2.226 0.0 0.0 0.1 -0.978
C -1.194 2.819 -3.100 0.0 0.0 -0.1 -0.719
C -0.110 2.006 -2.822 0.0 -0.1 0.0 -0.523
C -0.067 1.214 -1.669 0.0 0.5 -0.2 0.277
N 0.950 0.254 -1.407 -0.3 0.1 -0.1 1.261
C 1.678 -0.293 -2.425 0.4 0.2 -0.3 -0.776
N 2.953 -0.664 -2.190 -0.3 -0.1 0.2 0.132
C 3.603 -1.786 -2.875 0.1 -0.2 0.0 -1.304
C 3.669 -0.223 -1.010 0.0 0.0 -0.1 -1.035
N 1.230 -0.445 -3.683 -0.1 -0.1 0.0 0.568
C 2.113 -0.389 -4.844 0.0 0.1 -0.2 -1.310
C -0.150 -0.743 -4.038 -0.1 0.1 0.0 -1.275
N -1.353 2.905 1.802 0.1 0.0 -0.1 0.313
C -2.344 3.517 2.686 -0.1 0.1 0.1 -1.209
C -0.646 3.873 0.974 0.0 0.1 -0.1 -0.639
H -3.412 0.422 3.421 0.0 0.0 0.0 0.332
H -2.281 -0.919 3.607 0.0 -0.1 -0.1 0.349
H -2.837 -0.457 1.992 0.0 -0.1 -0.1 0.209
H -0.596 0.571 4.739 0.0 0.0 0.0 0.276
H -1.863 1.799 4.728 0.0 0.0 0.0 0.453
H -0.268 2.162 4.030 0.0 0.0 0.0 0.415
H -2.970 2.305 -0.286 0.0 0.0 0.0 0.567
H -3.156 3.436 -2.470 0.0 0.0 0.0 0.522
H -1.203 3.400 -4.013 0.0 0.0 0.0 0.506
H 0.718 1.966 -3.516 0.0 -0.1 -0.1 0.565
H 2.912 -2.315 -3.515 -0.1 0.0 0.0 0.471
H 3.941 -2.500 -2.124 0.0 0.0 0.1 0.445
H 4.465 -1.441 -3.447 0.0 0.0 0.0 0.375
H 3.550 0.844 -0.862 0.0 0.0 0.0 0.339
H 4.726 -0.426 -1.166 0.0 0.0 0.0 0.580
H 3.359 -0.772 -0.110 0.1 0.0 0.0 0.229
H 3.074 0.046 -4.584 0.0 0.0 0.0 0.427
H 1.642 0.248 -5.596 0.0 0.0 0.0 0.398
H 2.262 -1.373 -5.290 0.0 0.0 0.0 0.421
H -0.780 -0.824 -3.162 0.0 0.1 0.0 0.406
H -0.172 -1.694 -4.573 0.0 0.0 0.0 0.354
H -0.556 0.032 -4.690 0.0 0.0 0.0 0.426
H -3.014 2.770 3.101 0.0 0.0 0.0 0.356
H -2.942 4.213 2.096 0.0 0.0 0.0 0.401
H -1.869 4.073 3.495 0.0 0.0 0.0 0.400
H 0.168 3.405 0.434 -0.1 0.0 0.0 0.071
H -0.237 4.644 1.628 0.0 0.0 0.0 0.417
H -1.315 4.347 0.256 0.0 0.0 0.0 0.373
O 1.114 -3.569 -2.306 0.1 0.1 0.2 -0.616
C 0.459 -2.946 -1.513 -0.1 -0.5 -0.6 0.218
O 0.992 -2.288 -0.486 0.4 -0.4 -0.9 -0.858
C -1.036 -2.852 -1.682 0.0 0.1 0.2 1.586
C -1.692 -3.831 -2.416 0.1 0.0 0.0 -0.984
C -3.059 -3.744 -2.632 -0.2 0.0 0.0 -0.634
C -3.755 -2.664 -2.119 0.4 0.0 0.0 -1.238
C -3.122 -1.668 -1.395 -0.1 0.3 0.1 -0.542
C -1.765 -1.772 -1.188 0.3 -0.7 -0.1 0.392
N -5.206 -2.538 -2.358 -0.3 -0.1 0.1 1.042
O -5.740 -3.426 -2.982 0.1 0.1 0.0 -0.591
O -5.757 -1.556 -1.896 0.1 -0.1 -0.1 -0.606
H -1.126 -4.662 -2.812 0.0 0.0 0.0 0.576
H -3.584 -4.502 -3.196 0.0 0.0 0.0 0.582
H -3.694 -0.831 -1.020 0.0 0.0 0.0 0.711
H -1.257 -0.982 -0.641 -0.6 0.1 -0.3 0.103